1.
Here is one molecule with the formula C3H4N2O from the Open Molecules 2025 dataset. Energies are from ωB97M-V/def2-TZVPD.

Cartesian coordinates (Å):
N1 -0.993 -1.524 0.348
C1 -1.149 -0.333 0.735
O1 -0.236 0.639 0.539
C2 0.934 0.271 -0.181
C3 1.225 1.319 -1.168
N2 1.465 2.128 -1.956
H1 -1.804 -2.089 0.582
H2 -2.001 0.094 1.267
H3 0.789 -0.689 -0.684
H4 1.771 0.183 0.518

HOMO (eV): -10.968
LUMO energy (hartree): 0.028
Structure (SMILES): [H]/N=C/OCC#N



2.
Here is one molecule with the formula C2H2N2OS from the Open Molecules 2025 dataset. Energies are from ωB97M-V/def2-TZVPD.

Cartesian coordinates (Å):
C1 -2.278 0.547 -0.001
C2 1.911 -0.120 0.091
N1 -1.161 0.137 0.180
N2 -0.557 -1.027 0.105
O1 -3.141 1.240 -0.312
S1 0.917 -1.334 -0.300
H1 2.836 -0.100 -0.435
H2 1.473 0.656 0.671

⟨S²⟩: 2.012
HOMO (spin up / spin down) (eV): -6.798 / -9.770
2S+1: 3
LUMO energy (spin up / spin down) (hartree): 0.016 / -0.068



3.
Here is C48H125CuN6O18 as an isolated structure from the Open Molecules 2025 dataset. Energies are from ωB97M-V/def2-TZVPD.

Cartesian coordinates (Å):
Cu1 5.162 21.296 -27.165
C1 5.912 22.349 -22.671
C2 5.188 21.514 -23.746
O1 5.847 21.427 -24.998
H1 6.771 21.757 -22.355
H2 5.303 22.563 -21.792
H3 6.256 23.244 -23.189
H4 4.143 21.790 -23.889
H5 5.021 20.568 -23.232
C3 2.695 25.008 -29.937
O2 3.629 23.899 -29.798
C4 3.170 22.741 -30.461
C5 4.224 21.548 -30.307
N1 3.989 20.765 -29.104
C6 4.579 19.402 -29.312
C7 4.257 18.541 -28.058
O3 4.849 19.089 -26.925
C8 4.907 18.082 -25.843
H6 3.028 25.916 -29.434
H7 1.678 24.716 -29.675
H8 2.724 25.377 -30.962
H9 3.095 23.083 -31.493
H10 2.184 22.424 -30.122
H11 5.243 21.921 -30.406
H12 4.079 20.861 -31.141
H13 3.002 20.552 -29.076
H14 5.644 19.442 -29.541
H15 4.155 18.843 -30.146
H16 4.561 17.518 -28.278
H17 3.200 18.489 -27.796
H18 5.178 18.472 -24.862
H19 5.693 17.363 -26.071
H20 3.988 17.515 -25.698
C9 2.002 21.553 -21.459
O4 0.785 22.219 -21.075
C10 0.810 22.992 -19.903
C11 -0.651 23.167 -19.415
N2 -1.346 24.086 -20.322
C12 -2.772 24.263 -19.958
C13 -3.501 25.057 -21.059
O5 -3.544 24.395 -22.312
C14 -4.663 24.812 -23.112
H21 2.547 21.245 -20.566
H22 2.550 22.191 -22.153
H23 1.675 20.617 -21.911
H24 1.281 23.963 -20.056
H25 1.345 22.412 -19.151
H26 -0.581 23.582 -18.409
H27 -1.038 22.156 -19.292
H28 -1.275 23.907 -21.313
H29 -2.833 24.781 -19.001
H30 -3.228 23.279 -19.852
H31 -3.020 26.034 -21.104
H32 -4.523 25.110 -20.685
H33 -4.468 24.836 -24.184
H34 -5.067 25.799 -22.888
H35 -5.437 24.076 -22.891
C15 1.915 20.918 -26.102
O6 3.058 21.745 -26.466
C16 2.748 23.124 -26.523
C17 4.031 23.956 -26.532
N3 4.980 23.503 -27.578
C18 6.235 24.257 -27.535
C19 6.845 24.683 -28.881
O7 6.274 25.926 -29.236
C20 6.491 26.376 -30.568
H36 2.160 19.858 -26.165
H37 1.095 21.185 -26.769
H38 1.622 21.089 -25.066
H39 2.205 23.455 -25.637
H40 2.135 23.395 -27.382
H41 4.397 23.901 -25.507
H42 3.730 24.969 -26.802
H43 4.585 23.740 -28.477
H44 7.003 23.653 -27.054
H45 6.109 25.112 -26.870
H46 6.694 23.912 -29.637
H47 7.926 24.777 -28.781
H48 7.540 26.573 -30.790
H49 5.965 27.320 -30.709
H50 6.049 25.629 -31.227
C21 10.708 16.724 -16.858
O8 9.793 17.797 -16.814
C22 9.998 18.730 -15.770
C23 8.766 19.513 -15.472
N4 8.295 20.316 -16.639
C24 7.095 21.044 -16.215
C25 6.383 21.578 -17.486
O9 5.797 20.507 -18.156
C26 5.256 20.942 -19.405
H51 10.561 16.072 -15.996
H52 11.750 17.024 -16.966
H53 10.465 16.191 -17.778
H54 10.886 19.360 -15.811
H55 10.260 18.230 -14.838
H56 8.970 20.073 -14.559
H57 8.020 18.778 -15.171
H58 8.093 19.692 -17.407
H59 7.284 21.918 -15.591
H60 6.458 20.435 -15.574
H61 7.098 22.109 -18.114
H62 5.582 22.285 -17.272
H63 4.460 21.682 -19.319
H64 4.821 20.073 -19.897
H65 6.091 21.234 -20.042
C27 -2.195 18.238 -23.129
O10 -0.902 17.640 -23.182
C28 0.071 18.294 -23.950
C29 1.385 17.518 -23.739
N5 2.052 17.761 -22.460
C30 3.206 16.909 -22.352
C31 4.065 17.473 -21.196
O11 4.922 16.422 -20.762
C32 5.934 16.742 -19.818
H66 -2.508 18.335 -24.169
H67 -2.081 19.178 -22.589
H68 -2.951 17.661 -22.596
H69 0.062 19.352 -23.687
H70 -0.148 18.266 -25.018
H71 2.048 17.843 -24.541
H72 1.254 16.443 -23.866
H73 1.395 17.622 -21.706
H74 3.832 16.933 -23.244
H75 2.919 15.867 -22.212
H76 3.469 17.759 -20.330
H77 4.638 18.337 -21.533
H78 6.292 17.759 -19.982
H79 6.743 16.015 -19.746
H80 5.533 16.792 -18.806
C33 9.342 20.008 -20.564
O12 9.107 19.727 -21.945
C34 8.232 18.678 -22.066
C35 7.971 18.453 -23.532
N6 9.113 17.889 -24.273
C36 8.808 18.169 -25.695
C37 10.017 17.717 -26.556
O13 11.369 18.144 -26.212
C38 11.515 19.509 -25.954
H81 9.966 19.179 -20.231
H82 8.456 20.027 -19.930
H83 9.777 21.004 -20.481
H84 7.316 19.058 -21.613
H85 8.534 17.794 -21.506
H86 7.533 19.392 -23.872
H87 7.244 17.648 -23.642
H88 9.997 18.346 -24.104
H89 8.618 19.224 -25.896
H90 7.975 17.622 -26.137
H91 9.872 17.979 -27.604
H92 10.120 16.637 -26.457
H93 11.123 20.224 -26.677
H94 12.595 19.654 -25.997
H95 11.160 19.793 -24.964
C39 3.918 24.716 -19.900
C40 4.541 24.765 -18.476
O14 3.689 24.343 -17.399
H96 3.494 23.758 -20.200
H97 4.589 25.046 -20.693
H98 3.030 25.328 -20.058
H99 4.755 25.777 -18.133
H100 5.430 24.134 -18.478
H101 4.190 24.420 -16.584
C41 10.810 22.859 -24.244
C42 9.586 22.147 -24.855
O15 8.464 22.907 -24.632
H102 11.081 23.740 -24.827
H103 11.710 22.245 -24.266
H104 10.632 23.186 -23.220
H105 9.476 21.165 -24.395
H106 9.695 21.927 -25.917
H107 7.758 22.334 -24.940
C43 8.301 25.246 -21.629
C44 8.455 24.307 -20.442
O16 9.390 24.903 -19.585
H108 8.193 26.306 -21.399
H109 7.564 24.893 -22.350
H110 9.274 25.265 -22.119
H111 8.798 23.342 -20.814
H112 7.546 24.280 -19.841
H113 9.727 24.211 -19.012
C45 4.155 28.321 -23.310
C46 5.276 27.260 -23.135
O17 5.186 26.208 -24.073
H114 3.148 27.973 -23.078
H115 4.115 28.851 -24.261
H116 4.317 29.151 -22.622
H117 5.215 26.685 -22.211
H118 6.235 27.775 -23.082
H119 6.092 25.998 -24.310
C47 9.165 26.292 -26.514
C48 8.971 26.351 -24.994
O18 7.824 25.596 -24.731
H120 8.212 26.504 -26.998
H121 9.484 25.338 -26.935
H122 9.911 27.025 -26.820
H123 8.831 27.342 -24.562
H124 9.764 25.870 -24.422
H125 8.013 24.656 -24.683

Total charge: +1
⟨S²⟩: 0.761
HOMO (spin up / spin down) (eV): -9.862 / -9.862
2S+1: 2
LUMO energy (spin up / spin down) (hartree): -0.085 / -0.173



4.
Here is C56H52AsCl2N3PRuSb2 as an isolated structure from the Open Molecules 2025 dataset. Energies are from ωB97M-V/def2-TZVPD.

Cartesian coordinates (Å):
Ru1 0.810 0.281 1.141
C1 3.819 0.151 3.184
C2 2.583 -0.192 3.990
C3 2.097 -1.637 3.857
Sb1 1.767 -2.189 1.825
C4 0.225 -3.273 0.807
C5 -1.039 -3.643 1.234
C6 -1.884 -4.223 0.295
C7 -1.490 -4.357 -1.028
C8 -0.209 -4.009 -1.434
C9 0.650 -3.455 -0.490
C10 3.181 -3.800 1.807
C11 4.313 -4.064 1.073
C12 4.981 -5.272 1.308
C13 4.483 -6.212 2.194
C14 3.314 -5.936 2.889
C15 2.650 -4.731 2.690
Sb2 3.563 0.379 1.090
C16 4.961 -0.938 0.178
C17 4.750 -1.331 -1.138
C18 5.719 -2.089 -1.783
C19 6.916 -2.392 -1.146
C20 7.136 -1.958 0.149
C21 6.162 -1.242 0.809
C22 3.842 2.117 -0.091
C23 5.139 2.581 -0.262
C24 5.354 3.574 -1.197
C25 4.318 4.053 -1.993
C26 3.041 3.531 -1.849
C27 2.807 2.542 -0.906
H1 4.591 -0.649 3.217
H2 4.278 1.076 3.526
H3 1.793 0.523 3.811
H4 2.903 -0.091 5.028
H5 1.205 -1.813 4.470
H6 2.848 -2.355 4.179
H7 -1.373 -3.528 2.255
H8 -2.864 -4.561 0.596
H9 -2.210 -4.774 -1.733
H10 0.103 -4.173 -2.455
H11 1.658 -3.205 -0.801
H12 4.679 -3.403 0.330
H13 5.900 -5.438 0.755
H14 5.016 -7.136 2.357
H15 2.917 -6.657 3.594
H16 1.742 -4.552 3.226
H17 3.849 -1.040 -1.665
H18 5.546 -2.446 -2.798
H19 7.696 -2.937 -1.674
H20 8.067 -2.179 0.651
H21 6.372 -0.918 1.808
H22 5.979 2.181 0.326
H23 6.344 3.932 -1.318
H24 4.506 4.882 -2.681
H25 2.223 3.910 -2.434
H26 1.812 2.162 -0.775
Cl1 -1.314 -0.552 3.158
C28 -1.302 0.209 4.795
Cl2 -0.567 1.811 4.706
H27 -0.703 -0.443 5.436
H28 -2.341 0.257 5.143
C29 -2.956 0.564 0.081
C30 -3.245 -0.850 -0.342
As1 -5.020 -1.036 -1.205
C31 -6.451 -0.470 -0.071
C32 -7.680 -0.200 -0.676
C33 -8.684 0.354 0.103
C34 -8.494 0.535 1.476
C35 -7.297 0.144 2.061
C36 -6.263 -0.356 1.301
C37 -5.051 0.108 -2.764
C38 -4.555 -0.465 -3.930
C39 -4.432 0.302 -5.084
C40 -4.788 1.633 -5.053
C41 -5.291 2.200 -3.876
C42 -5.435 1.435 -2.738
P1 -1.176 1.062 -0.172
C43 -1.299 2.821 0.228
C44 -1.898 3.184 1.430
C45 -1.965 4.505 1.811
C46 -1.388 5.458 0.977
C47 -0.887 5.124 -0.266
C48 -0.837 3.804 -0.654
C49 -0.844 0.919 -1.968
C50 -1.563 1.642 -2.914
C51 -1.177 1.650 -4.233
C52 -0.088 0.878 -4.661
C53 0.599 0.120 -3.723
C54 0.243 0.145 -2.376
H29 -3.185 0.708 1.129
H30 -3.499 1.325 -0.503
H31 -3.257 -1.554 0.480
H32 -2.533 -1.246 -1.078
H33 -7.834 -0.368 -1.742
H34 -9.621 0.614 -0.367
H35 -9.279 0.911 2.080
H36 -7.169 0.301 3.126
H37 -5.301 -0.612 1.744
H38 -4.271 -1.516 -4.004
H39 -4.060 -0.172 -5.965
H40 -4.704 2.213 -5.960
H41 -5.590 3.220 -3.841
H42 -5.839 1.888 -1.849
H43 -2.273 2.414 2.089
H44 -2.414 4.772 2.746
H45 -1.356 6.480 1.310
H46 -0.490 5.880 -0.905
H47 -0.506 3.512 -1.649
H48 -2.433 2.218 -2.614
H49 -1.691 2.243 -4.956
H50 0.232 0.882 -5.694
H51 1.489 -0.424 -4.025
H52 0.793 -0.429 -1.645
N1 1.426 2.090 1.960
C55 1.641 3.292 1.962
N2 1.872 4.519 2.098
C56 2.109 5.281 0.979
N3 2.349 5.987 0.096

Total charge: +3
⟨S²⟩: 6.051
HOMO (spin up / spin down) (eV): -15.100 / -15.014
2S+1: 5
LUMO energy (spin up / spin down) (hartree): -0.312 / -0.365



5.
Here is one molecule with the formula C20H22N2OS from the Open Molecules 2025 dataset. Energies are from ωB97M-V/def2-TZVPD.

Cartesian coordinates (Å):
O1 1.409 2.203 -0.954
N1 -1.580 -2.871 1.024
S1 2.265 -0.451 1.602
C1 1.290 1.223 -0.235
C2 1.618 -1.636 -5.385
C3 2.057 -2.241 -4.227
C4 -2.226 -2.992 2.179
C5 -0.674 -1.911 0.864
C6 -2.043 -2.141 3.207
C7 0.154 -1.352 -2.753
C8 1.868 -2.721 -1.816
C9 -0.497 -1.281 -1.502
C10 1.243 -2.650 -0.591
C11 -1.117 -1.109 3.074
C12 1.364 -2.069 -2.928
C13 0.053 -1.917 -0.405
C14 -0.442 -0.983 1.879
N2 0.253 1.036 0.653
C15 2.559 0.412 -0.005
C16 0.542 0.185 1.771
C17 -2.479 3.670 1.268
C18 -0.083 3.932 1.391
C19 -1.051 1.725 0.495
C20 -1.199 2.907 1.502
H1 0.800 -0.935 -5.483
H2 2.206 -1.815 -6.279
H3 2.934 -2.887 -4.258
H4 -2.944 -3.797 2.308
H5 -2.539 -2.244 4.160
H6 -0.319 -0.818 -3.558
H7 2.712 -3.398 -1.892
H8 -1.483 -0.781 -1.393
H9 1.654 -3.229 0.219
H10 -0.926 -0.386 3.886
H11 2.634 -0.315 -0.814
H12 3.460 1.020 -0.009
H13 0.495 0.776 2.687
H14 -2.537 4.041 0.221
H15 -3.324 3.022 1.447
H16 -2.572 4.560 1.907
H17 0.887 3.494 1.676
H18 -0.001 4.263 0.368
H19 -0.246 4.777 2.070
H20 -1.115 2.167 -0.523
H21 -1.867 1.025 0.622
H22 -1.192 2.489 2.528

HOMO (eV): -8.339
LUMO energy (hartree): 0.020
Structure (SMILES): C=Cc1ccc(-c2ncccc2[C@H]2SCC(=O)N2CC(C)C)cc1



6.
Here is a 2-piece molecular cluster, C4H12I2N2 overall from the Open Molecules 2025 dataset. Energies are from ωB97M-V/def2-TZVPD.

Cartesian coordinates (Å):
C1 -0.600 -0.943 0.741
C2 -1.005 -2.407 0.576
C3 0.654 -0.652 0.014
C4 1.268 2.438 -1.083
N1 -2.431 -2.563 1.038
N2 2.146 3.593 -1.173
I1 2.421 -1.177 0.993
I2 -0.663 3.023 -0.973
H1 -1.456 -0.243 0.630
H2 -0.407 -0.693 1.776
H3 -0.244 -3.071 0.991
H4 -1.015 -2.630 -0.633
H5 0.777 -0.524 -1.003
H6 1.486 1.636 -1.773
H7 -2.971 -1.821 0.406
H8 -2.575 -2.202 1.994
H9 -2.860 -3.481 0.995
H10 3.099 3.273 -1.392
H11 1.863 4.374 -1.807
H12 2.513 4.071 -0.318

Total charge: +2
HOMO (spin up / spin down) (eV): -14.379 / -15.685
LUMO energy (spin up / spin down) (hartree): -0.306 / -0.248



7.
Here is one molecule with the formula C10H14N3P from the Open Molecules 2025 dataset. Energies are from ωB97M-V/def2-TZVPD.

Cartesian coordinates (Å):
C1 -0.392 2.978 1.919
C2 -1.769 2.652 2.176
C3 0.307 2.186 1.069
C4 -2.292 1.490 1.586
C5 -0.156 0.978 0.490
C6 -1.446 0.656 0.761
C7 0.581 -0.050 -1.787
C8 1.863 -2.253 -0.599
C9 0.750 -0.015 -0.221
C10 0.773 -1.429 0.203
N1 -2.145 -0.497 0.238
N2 1.704 -0.796 -2.352
N3 1.746 -2.140 -2.013
P1 -1.209 -1.980 0.144
H1 -0.151 3.793 2.614
H2 -2.323 3.275 2.929
H3 1.391 2.311 0.990
H4 -3.288 1.176 1.877
H5 -0.492 -0.328 -2.184
H6 0.725 0.978 -2.015
H7 1.783 -3.254 -0.274
H8 2.917 -1.998 -0.521
H9 1.706 0.436 -0.076
H10 0.924 -1.570 1.255
H11 -2.959 -0.750 0.769
H12 1.633 -0.728 -3.398
H13 1.021 -2.770 -2.407
H14 -1.202 -2.351 -1.172

HOMO (eV): -8.005
LUMO energy (hartree): 0.036
Structure (SMILES): c1ccc2c(c1)NP[C@H]1CNNC[C@@H]21



8.
Here is a 2-piece molecular cluster, C5H12Si overall from the Open Molecules 2025 dataset. Energies are from ωB97M-V/def2-TZVPD.

Cartesian coordinates (Å):
C1 0.255 -0.596 -0.628
C2 -0.406 -0.141 1.304
C3 1.565 -1.181 -0.992
C4 -0.783 -0.024 -1.530
C5 -1.844 0.203 1.213
Si1 1.023 1.240 1.361
H1 2.051 -1.902 -0.421
H2 2.278 -0.285 -0.973
H3 1.376 -1.561 -2.027
H4 -0.335 0.182 -2.535
H5 -1.054 0.921 -1.040
H6 -1.688 -0.665 -1.607
H7 -2.475 -0.627 0.847
H8 -2.332 0.786 2.190
H9 -1.999 0.980 0.549
H10 0.834 1.957 0.205
H11 2.154 0.326 1.567
H12 0.761 2.139 2.517

HOMO (spin up / spin down) (eV): -7.239 / -8.252
LUMO energy (spin up / spin down) (hartree): 0.000 / 0.030



9.
Here is a 2-piece molecular cluster, C18H21ClF3N2O4S overall from the Open Molecules 2025 dataset. Energies are from ωB97M-V/def2-TZVPD.

Cartesian coordinates (Å):
O1 -3.238 1.533 1.716
S1 -3.759 1.061 3.124
O2 -5.186 1.659 3.357
Cl1 -3.970 -1.042 3.039
C1 -2.570 1.565 4.518
C2 -1.035 1.052 4.107
C3 -0.194 2.394 3.604
C4 1.268 1.908 2.965
N1 1.225 1.825 1.424
N2 0.947 3.047 0.926
C5 0.909 2.995 -0.526
C6 1.080 1.785 -1.541
C7 1.400 0.354 -0.854
C8 1.469 0.560 0.758
C9 1.858 -0.875 1.526
C10 0.812 -1.799 2.376
C11 1.362 -3.232 3.027
C12 2.931 -3.754 2.827
C13 4.000 -2.818 1.985
C14 3.433 -1.411 1.359
H1 -2.891 0.958 5.467
H2 -2.587 2.729 4.654
H3 -1.193 0.404 3.120
H4 -0.509 0.464 4.972
H5 -0.047 3.181 4.491
H6 -0.884 2.930 2.824
H7 1.997 2.830 3.182
H8 1.742 0.999 3.497
H9 0.711 4.060 -1.033
H10 0.985 1.942 -2.694
H11 1.585 -0.652 -1.416
H12 -0.309 -1.494 2.514
H13 0.667 -3.953 3.658
H14 3.324 -4.784 3.252
H15 5.125 -3.145 1.787
H16 4.198 -0.755 0.746
C15 -2.440 -0.424 -7.110
C16 -2.431 -1.232 -5.826
O3 -1.093 -1.622 -5.483
C17 -0.333 -0.675 -4.845
O4 -0.735 0.453 -4.571
C18 1.044 -1.235 -4.495
F1 1.611 -1.926 -5.526
F2 0.993 -2.100 -3.442
F3 1.941 -0.269 -4.151
H17 -1.944 -0.976 -7.915
H18 -3.464 -0.194 -7.416
H19 -1.896 0.518 -6.989
H20 -3.003 -2.154 -5.970
H21 -2.903 -0.686 -5.001

Total charge: +1
HOMO (eV): -11.830
LUMO energy (hartree): -0.177